Entry 1:
Formula: C23H26BClN8Pt
Source: the OMol25 dataset
Level of theory: ωB97M-V/def2-TZVPD

```
60
Properties=species:S:1:pos:R:3
Pt 0.482 -0.239 -1.711
C -2.968 -1.711 -1.613
C -2.418 -0.859 -0.523
C -3.048 -0.477 0.657
C -2.183 0.397 1.280
N -1.088 0.540 0.524
N -1.231 -0.243 -0.578
B 0.054 1.607 0.704
N 1.484 0.940 0.655
C 2.485 1.076 1.531
C 3.613 0.459 1.026
C 3.238 -0.064 -0.207
C 4.076 -0.799 -1.195
N 1.957 0.258 -0.420
N -0.038 2.546 -0.530
C -0.184 3.863 -0.755
C -0.178 4.089 -2.114
C -0.010 2.829 -2.694
C 0.082 2.445 -4.132
N 0.074 1.919 -1.729
N -0.115 2.232 2.062
C -0.402 3.476 2.527
C -0.459 3.416 3.892
C -0.188 2.066 4.207
C -0.121 1.427 5.556
N 0.016 1.363 3.109
H -4.055 -1.680 -1.572
H -2.658 -2.748 -1.509
H -2.655 -1.354 -2.595
H -4.028 -0.777 0.985
H -2.289 0.942 2.201
H 2.336 1.603 2.457
H 4.587 0.403 1.479
H 5.104 -0.446 -1.132
H 3.725 -0.638 -2.215
H 4.086 -1.871 -0.994
H -0.284 4.576 0.039
H -0.279 5.034 -2.617
H -0.020 3.323 -4.766
H -0.709 1.743 -4.402
H 1.045 1.983 -4.354
H -0.561 4.321 1.885
H -0.667 4.224 4.572
H -0.314 2.159 6.337
H 0.863 0.990 5.729
H -0.856 0.628 5.642
Cl 0.650 -2.452 1.200
C -0.141 -3.448 0.017
C -0.989 -4.453 0.451
C -1.614 -5.265 -0.485
C -1.389 -5.072 -1.840
C -0.541 -4.059 -2.258
C 0.096 -3.224 -1.340
C 1.045 -2.176 -1.790
H -1.149 -4.599 1.510
H -2.272 -6.055 -0.148
H -1.867 -5.711 -2.570
H -0.359 -3.914 -3.317
H 1.244 -2.264 -2.874
H 1.987 -2.279 -1.252
```

net charge = +1
lowest unoccupied orbital energy (spin up / spin down) = -4.42 / -5.24 eV
spin multiplicity = 2
frontier orbital gap (spin up / spin down) = 7.22 / 6.39 eV
relative energy (zero: lowest compared OMol25 entry of this formula, charge and spin) = 50.8 kJ/mol
expectation value of S² = 0.754

From a Löwdin analysis of the wavefunction, the atomic charges in e read: 1.3538 0.0038 -0.3045 0.0183 -0.0225 0.0289 -0.0641 -0.6318 0.0351 -0.0216 0.0204 -0.3163 -0.0178 -0.0802 0.0380 -0.0297 0.0100 -0.3268 -0.0234 -0.0597 -0.0212 -0.0562 -0.0063 -0.3445 -0.0239 0.1074 0.0940 0.0586 0.0855 0.1189 0.1316 0.1306 0.1200 0.0930 0.0803 0.0879 0.1072 0.1151 0.0865 0.0799 0.0791 0.0973 0.1077 0.0783 0.0796 0.0801 0.7591 -0.6044 -0.0893 -0.0669 -0.0785 -0.0576 -0.3378 -0.2715 0.1115 0.1133 0.1126 0.1183 0.0831 0.0314


Entry 2:
Formula: C22H27N2O
Source: the OMol25 dataset
Level of theory: ωB97M-V/def2-TZVPD

```
52
Properties=species:S:1:pos:R:3
C -2.132 0.153 2.850
N -1.048 0.060 1.885
C -0.331 -1.224 1.905
C 1.105 -1.137 2.395
O 1.756 0.023 1.904
C 1.121 1.226 2.309
C -0.287 1.316 1.740
H -1.816 0.692 3.760
H -2.972 0.693 2.399
H -2.456 -0.861 3.119
H -0.888 -1.912 2.556
H -0.342 -1.636 0.883
H 1.089 -1.171 3.499
H 1.687 -1.979 1.994
H 1.064 1.313 3.409
H 1.756 2.023 1.896
H -0.250 1.573 0.668
H -0.843 2.106 2.261
C -4.315 2.650 -0.151
C -2.984 2.468 -0.746
N -2.354 3.501 -1.359
C -2.907 4.842 -1.491
C -1.147 3.069 -1.915
C -1.003 1.691 -1.620
C 0.167 1.029 -1.988
C 1.078 1.719 -2.807
C 0.884 3.065 -3.161
C -0.235 3.766 -2.691
C -2.182 1.283 -0.855
C -2.391 0.007 -0.305
C -2.116 -1.227 -1.001
C -1.829 -1.288 -2.393
C -1.429 -2.480 -2.992
C -1.296 -3.645 -2.227
C -1.682 -3.637 -0.883
C -2.163 -2.468 -0.305
H -4.707 1.664 0.111
H -4.301 3.270 0.761
H -5.002 3.124 -0.870
H -2.197 5.451 -2.049
H -3.854 4.805 -2.043
H -3.087 5.297 -0.507
H 0.341 0.005 -1.643
H 1.950 1.182 -3.181
H 1.609 3.554 -3.816
H -0.414 4.807 -2.943
H -3.015 -0.065 0.585
H -1.883 -0.370 -2.985
H -1.209 -2.495 -4.059
H -0.913 -4.559 -2.681
H -1.611 -4.550 -0.290
H -2.503 -2.480 0.734
```

net charge = +1
lowest unoccupied orbital energy = -4.52 eV
frontier orbital gap = 6.54 eV
relative energy (zero: lowest compared OMol25 entry of this formula, charge and spin) = 47.4 kJ/mol

From a Löwdin analysis of the wavefunction, the atomic charges in e read: -0.0707 -0.1891 -0.1529 -0.1756 -0.1223 -0.1722 -0.1320 0.1041 0.0763 0.0936 0.1223 0.0981 0.1309 0.1363 0.1305 0.1366 0.1015 0.1295 0.0058 -0.1641 -0.0197 0.0210 -0.1520 -0.1459 -0.0229 -0.0540 -0.0582 0.0012 -0.1103 0.0796 -0.1969 -0.0150 -0.0473 -0.0403 -0.0563 -0.0347 0.0904 0.1092 0.1019 0.0868 0.1076 0.1107 0.1233 0.1116 0.1138 0.1076 0.1055 0.1246 0.1169 0.1178 0.1179 0.1195


Entry 3:
Formula: C5H11O2
Source: the OMol25 dataset
Level of theory: ωB97M-V/def2-TZVPD

```
18
Properties=species:S:1:pos:R:3
C -0.615 1.602 -2.282
C -1.372 0.222 -2.305
O -2.481 0.372 -2.872
O -0.952 -0.833 -1.830
H -0.321 1.468 -1.185
H -1.370 2.421 -2.478
H 0.209 1.807 -3.002
C 1.043 -0.837 1.752
C 1.124 0.551 1.183
C -0.226 -1.640 1.484
H 1.825 -1.514 1.313
H 1.226 -0.814 2.811
H 0.131 0.800 0.805
H 1.722 0.667 0.297
H -0.422 -1.702 0.437
H -0.076 -2.699 1.804
H 1.460 1.429 1.894
H -0.907 -1.300 2.174
```

net charge = -2
lowest unoccupied orbital energy (spin up / spin down) = 6.73 / 6.63 eV
spin multiplicity = 2
frontier orbital gap (spin up / spin down) = 2.58 / 7.84 eV
relative energy (zero: lowest compared OMol25 entry of this formula, charge and spin) = 142.1 kJ/mol
expectation value of S² = 0.750

From a Löwdin analysis of the wavefunction, the atomic charges in e read: -0.0743 -0.8312 -0.1558 -0.0807 0.0518 0.0512 0.0407 -0.5919 -0.2903 -0.2440 0.0414 -0.0388 0.0349 0.0254 0.0386 0.0101 0.0118 0.0012


Entry 4:
Formula: C24H27BrCoN4O8P2
Source: the OMol25 dataset
Level of theory: ωB97M-V/def2-TZVPD

```
67
Properties=species:S:1:pos:R:3
Co -0.632 0.793 0.067
Br -1.765 -4.395 9.000
C -1.460 -5.020 7.239
C -2.158 -4.454 6.184
C -1.937 -4.907 4.894
C -1.011 -5.930 4.659
C -0.324 -6.493 5.743
C -0.541 -6.040 7.027
N -0.688 -6.430 3.400
N -1.350 -5.897 2.400
C -1.081 -4.763 1.774
C -2.001 -4.339 0.785
C -1.893 -3.121 0.167
C -0.849 -2.215 0.456
O -0.819 -1.091 -0.166
C 0.166 -2.648 1.406
N 1.199 -1.806 1.627
C 2.174 -2.206 2.406
C 2.208 -3.463 3.023
C 1.150 -4.313 2.838
C 0.075 -3.916 2.023
H -2.869 -3.661 6.368
H -2.479 -4.468 4.069
H 0.386 -7.284 5.544
H -0.006 -6.471 7.862
H -2.826 -5.003 0.561
H -2.622 -2.798 -0.564
H 2.990 -1.505 2.547
H 3.053 -3.746 3.634
H 1.142 -5.293 3.293
C 3.026 4.234 1.773
C 1.982 3.180 1.460
O 1.422 2.707 2.703
P 2.661 1.667 0.708
O 3.436 0.999 1.926
O 3.881 2.034 -0.245
O 1.635 0.843 0.041
P 0.604 3.822 0.413
O 1.360 3.708 -1.021
O 0.245 5.212 0.739
O -0.434 2.728 0.526
H 3.727 3.869 2.525
H 2.520 5.123 2.147
H 3.584 4.500 0.878
H 0.512 2.426 2.509
H 2.923 1.195 2.730
H 3.558 2.107 -1.153
H 0.824 4.078 -1.734
C -1.241 0.565 1.915
H -2.031 -0.180 1.886
H -1.591 1.541 2.240
H -0.354 0.205 2.429
C -3.378 2.806 -0.350
C -2.857 2.093 -1.554
C -3.357 2.128 -2.835
C -2.524 1.283 -3.621
C -1.574 0.773 -2.767
C -0.466 -0.185 -3.074
N -1.770 1.260 -1.499
H -4.384 3.176 -0.559
H -2.756 3.651 -0.052
H -3.445 2.144 0.517
H -4.213 2.698 -3.163
H -2.605 1.075 -4.676
H -0.108 -0.033 -4.095
H -0.775 -1.229 -2.978
H 0.388 -0.055 -2.405
```

net charge = -1
lowest unoccupied orbital energy (spin up / spin down) = 1.47 / 1.21 eV
spin multiplicity = 5
frontier orbital gap (spin up / spin down) = 5.56 / 5.30 eV
relative energy (zero: lowest compared OMol25 entry of this formula, charge and spin) = 53.6 kJ/mol
expectation value of S² = 6.359

From a Löwdin analysis of the wavefunction, the atomic charges in e read: 0.6924 0.7088 -0.7057 -0.1270 -0.0097 -0.2953 -0.0321 -0.1375 0.0397 0.0518 -0.2609 -0.0243 -0.0001 -0.3256 -0.1159 -0.1402 0.1372 -0.1340 -0.0516 -0.0079 -0.0707 0.0998 0.1105 0.1098 0.0960 0.1077 0.1201 0.0926 0.0980 0.0955 -0.0630 -0.5795 -0.0717 0.4860 -0.1077 -0.0952 -0.2701 0.3437 -0.1477 -0.2809 -0.3607 0.0837 0.0827 0.0836 0.0624 0.0839 0.0916 0.0888 -0.0465 0.0338 0.0259 0.0228 -0.0605 -0.3880 -0.1009 -0.1006 -0.3874 -0.0623 -0.0107 0.0673 0.0591 0.0585 0.0773 0.0767 0.0673 0.0656 0.0514


What is the formula in the second record?
C22H27N2O


Which formula does entry 3 have?
C5H11O2


Among the records above, which one has the highest relative energy (zero: lowest compared OMol25 entry of this formula, charge and spin)?
C5H11O2